1.
71
Properties=species:S:1:pos:R:3:forces:R:3:mulliken_spin:R:1 method="wB97M-V/def2-TZVPD" spin_multiplicity=2 charge=0 lumo_ev="-1.4 / -2.6" orbital_gap_ha="0.250 / 0.206"
Cu 1.062822 0.109173 -2.418642 -0.11 0.22 1.50 0.729
O 4.707977 3.287271 2.347913 0.09 0.20 0.09 0.000
C 3.698003 3.800786 1.857327 -0.66 -0.74 -0.39 -0.001
O 3.138933 4.898723 1.930417 0.19 0.11 0.11 0.000
C 2.905912 2.781062 0.902285 0.49 0.62 0.44 -0.005
C 3.391879 1.497841 0.707528 -0.24 -0.33 -0.25 0.002
C 2.741194 0.673099 -0.199004 0.21 0.27 0.34 0.000
N 1.665911 1.110474 -0.853077 -0.15 -0.21 -0.21 0.100
C 1.160222 2.327246 -0.656166 0.18 0.27 0.33 0.003
C 1.767715 3.202446 0.232971 -0.25 -0.29 -0.22 0.003
C -0.054849 2.605043 -1.448301 -0.20 0.00 -0.04 0.010
C -0.709262 3.828120 -1.441676 -0.04 -0.01 0.03 -0.002
C -1.849363 3.984133 -2.212628 0.03 -0.10 0.00 0.000
C -2.305285 2.919571 -2.976009 -0.01 0.03 0.09 0.005
C -1.598533 1.732410 -2.936064 -0.12 -0.06 -0.07 0.000
N -0.509553 1.573308 -2.187550 0.73 -0.07 -0.44 0.060
C 3.136682 -0.706380 -0.547664 -0.02 -0.21 0.02 0.012
C 4.262768 -1.332163 -0.030852 -0.01 -0.04 0.02 -0.001
C 4.558710 -2.623217 -0.434568 -0.07 0.04 -0.03 0.000
C 3.729492 -3.257252 -1.347981 -0.01 0.01 0.08 0.005
C 2.623788 -2.571689 -1.815176 -0.05 -0.14 -0.07 -0.001
N 2.325625 -1.337399 -1.418114 0.10 0.58 -0.59 0.061
H 4.266278 1.188895 1.263951 0.04 0.11 0.02 0.001
H 1.396169 4.199261 0.427894 0.10 0.04 0.04 0.001
H -0.325815 4.649280 -0.854269 0.02 -0.03 0.03 0.001
H -2.377130 4.928001 -2.217455 0.03 0.02 -0.02 0.000
H -3.183581 3.010236 -3.598148 -0.01 -0.04 0.01 0.001
H -1.912325 0.874399 -3.517510 0.03 0.03 -0.03 -0.001
H 4.906899 -0.812842 0.663256 -0.03 0.03 0.01 0.001
H 5.432326 -3.127297 -0.044292 0.02 0.01 -0.01 0.000
H 3.939005 -4.258317 -1.695973 -0.04 0.00 -0.01 0.000
H 1.945958 -3.021545 -2.530794 0.04 0.03 -0.03 0.000
C -0.631888 -5.271893 2.554027 0.02 -0.02 -0.01 0.000
C -1.498960 -4.290423 3.016276 -0.04 0.03 0.04 0.000
C -1.576053 -3.066678 2.368537 0.00 -0.02 0.02 0.000
C -0.788092 -2.813361 1.250686 0.11 0.28 -0.23 0.000
C 0.077460 -3.801094 0.793754 -0.04 0.02 0.04 0.000
C 0.157448 -5.027567 1.441602 0.03 -0.05 -0.01 0.000
Sb -0.873343 -0.924574 0.206434 -0.54 -0.48 0.43 -0.001
C -0.783362 0.258573 1.995018 0.09 -0.02 -0.35 0.001
C -1.516445 1.435271 2.118692 0.03 0.01 -0.08 0.000
C -1.393526 2.220632 3.256564 -0.02 0.05 0.00 0.000
C -0.523009 1.844826 4.269062 0.00 -0.01 0.02 0.000
C 0.227081 0.684208 4.142065 0.02 0.01 0.03 0.000
C 0.098551 -0.105050 3.008577 0.01 -0.03 -0.04 0.000
C -3.014741 -0.936084 -0.048661 0.37 0.10 -0.06 0.000
C -3.488676 -1.263068 -1.316611 0.01 0.02 0.03 0.000
C -4.851656 -1.348293 -1.563078 -0.03 -0.01 -0.05 0.000
C -5.753728 -1.098169 -0.539388 -0.01 0.00 -0.01 0.000
C -5.290096 -0.764565 0.725204 0.00 0.01 0.04 0.000
C -3.925825 -0.682438 0.970671 -0.03 0.01 0.01 0.000
H -0.572550 -6.225754 3.062185 0.00 0.01 0.00 0.000
H -2.115881 -4.479045 3.885955 0.00 0.00 -0.01 0.000
H -2.251067 -2.304903 2.740172 0.00 -0.02 0.03 0.000
H 0.695496 -3.614730 -0.075295 0.06 -0.02 -0.05 0.000
H 0.835324 -5.790027 1.077525 -0.01 0.01 0.01 0.000
H -2.190752 1.739384 1.324323 -0.04 0.02 0.03 0.000
H -1.973232 3.130306 3.350609 0.01 0.00 0.00 0.000
H -0.424166 2.459110 5.154309 0.02 0.01 -0.02 0.000
H 0.916980 0.395946 4.924819 0.00 0.01 -0.01 0.000
H 0.683532 -1.014001 2.916170 0.00 0.00 0.05 0.000
H -2.783905 -1.462435 -2.118952 -0.05 -0.01 -0.02 0.001
H -5.209913 -1.610479 -2.550875 0.00 0.00 0.01 0.000
H -6.817816 -1.162187 -0.726903 0.00 0.00 0.00 0.000
H -5.992994 -0.568638 1.525317 0.00 0.00 -0.01 0.000
H -3.576506 -0.412958 1.960377 -0.01 0.00 0.01 0.000
N 1.777249 0.282353 -4.145029 -0.02 -0.06 -0.59 0.019
C 2.291306 1.035539 -4.896754 -0.51 0.01 0.02 -0.003
N 2.915141 1.734037 -5.713919 0.66 -0.38 -0.05 0.000
C 2.675489 2.850900 -6.352268 -0.34 0.27 0.01 0.000
N 2.528555 3.834654 -6.942826 0.01 -0.10 0.04 0.000


2.
77
Properties=species:S:1:pos:R:3:forces:R:3:mulliken_spin:R:1 method="wB97M-V/def2-TZVPD" spin_multiplicity=4 charge=+1 lumo_ev="-3.8 / -4.6" orbital_gap_ha="0.228 / 0.228" relative_energy_kj_mol=60.5
Re 0.643295 0.152495 0.096426 -0.17 0.56 0.03 2.394
C -2.256925 -1.702986 0.120282 0.22 -0.23 0.12 0.020
N -1.672866 -0.377442 -0.157926 0.62 0.21 -0.02 0.077
C -1.850159 -0.096166 -1.601046 0.00 0.08 -0.40 -0.002
C -0.878267 0.928735 -2.149753 -0.16 0.11 -0.07 0.065
N 0.502170 0.464697 -1.950329 -0.12 -0.48 1.10 0.099
C 1.496840 1.073319 -2.705278 0.65 0.29 -0.63 0.025
C 1.389598 2.287800 -3.405154 -0.01 -0.26 0.30 0.040
F 0.237287 2.973985 -3.432350 0.02 0.09 0.07 0.002
C 2.464625 2.871378 -4.054961 0.01 0.01 -0.03 -0.011
F 2.291129 4.041215 -4.656022 0.01 0.06 -0.06 -0.001
C 3.711231 2.273998 -4.060840 -0.14 -0.02 0.09 0.032
F 4.740413 2.855306 -4.658958 0.05 0.00 -0.04 0.003
C 3.851600 1.054024 -3.422809 0.03 0.04 -0.08 -0.017
F 5.023133 0.424752 -3.416595 0.04 -0.01 -0.01 -0.001
C 2.766500 0.477818 -2.802753 -0.50 0.08 0.16 0.014
F 2.942150 -0.721622 -2.230389 0.14 -0.15 0.13 -0.001
C -2.302893 0.617891 0.744687 -0.11 0.17 0.29 -0.030
C -1.407469 1.790242 1.109617 -0.35 0.19 -0.05 0.073
N -0.121844 1.300561 1.621332 0.18 -0.81 -0.84 0.135
C 0.636229 2.153058 2.409153 0.55 0.55 0.71 0.010
C 1.717026 1.639007 3.147133 -0.45 -0.16 -0.38 0.015
F 1.894998 0.308300 3.140239 0.13 -0.14 0.01 0.009
C 2.635390 2.406359 3.825424 -0.06 0.11 0.01 -0.015
F 3.664431 1.820703 4.428877 0.04 0.00 0.08 -0.001
C 2.474794 3.780964 3.867272 -0.07 -0.06 -0.08 0.025
F 3.341578 4.548036 4.513394 0.02 0.02 0.03 0.002
C 1.388343 4.334551 3.214577 0.02 0.00 0.06 -0.011
F 1.209358 5.648084 3.236128 -0.01 0.11 0.01 -0.001
C 0.494102 3.545776 2.509950 0.01 -0.36 -0.17 0.033
F -0.490882 4.184321 1.862936 0.04 0.09 -0.06 0.002
H -3.328802 -1.703143 -0.099511 0.02 0.04 -0.01 -0.001
H -2.115596 -1.962003 1.167820 -0.02 0.05 0.00 0.000
H -1.771101 -2.460985 -0.491974 0.01 0.02 -0.02 -0.008
H -2.878219 0.210122 -1.820647 -0.02 -0.01 0.12 0.002
H -1.655548 -1.027302 -2.134249 -0.06 -0.04 0.05 -0.010
H -1.040327 1.915680 -1.701800 -0.11 -0.03 -0.08 -0.006
H -1.081881 1.039388 -3.214614 -0.03 -0.01 -0.02 0.004
H -2.525325 0.099898 1.677181 -0.02 -0.06 -0.03 -0.005
H -3.249369 0.980891 0.332188 0.03 -0.05 -0.09 -0.003
H -1.930732 2.363641 1.875825 -0.01 -0.04 0.02 0.002
H -1.266217 2.478763 0.268991 -0.11 -0.01 0.03 0.009
O 2.178466 2.435565 -0.118251 0.09 -0.01 0.05 0.093
C 2.414013 1.289913 0.192895 -0.37 -0.29 0.08 -0.063
C 3.732294 0.733015 0.538210 0.38 0.05 0.06 -0.074
C 4.845695 1.557501 0.667678 -0.01 -0.05 -0.01 0.000
C 6.090125 0.986586 0.868133 0.03 0.07 0.00 0.002
C 6.222457 -0.394678 0.884764 0.00 -0.12 -0.02 0.003
C 5.110581 -1.221747 0.775648 0.12 -0.01 -0.04 -0.004
C 3.850857 -0.656981 0.650018 -0.37 0.20 -0.11 -0.036
P 2.269390 -1.574459 0.630592 0.29 -0.22 -0.14 0.169
C 2.405415 -3.016579 -0.465416 -0.25 0.18 -0.08 -0.106
C 3.281440 -4.057780 -0.165941 0.03 -0.01 -0.05 -0.006
C 3.385452 -5.135346 -1.030213 0.04 -0.06 0.01 0.001
C 2.584439 -5.205603 -2.161216 -0.05 0.03 0.02 0.001
C 1.675887 -4.193706 -2.433663 -0.04 -0.07 -0.06 0.022
C 1.592542 -3.095634 -1.594133 0.03 0.07 0.14 0.060
C 2.061433 -2.348619 2.262101 -0.18 0.28 -0.07 -0.070
C 0.759283 -2.626789 2.671355 0.07 -0.01 -0.07 0.016
C 0.530244 -3.242661 3.889143 -0.08 -0.02 0.07 0.021
C 1.600612 -3.591743 4.700668 0.07 0.00 -0.03 -0.001
C 2.897067 -3.313549 4.295350 0.06 -0.02 0.00 0.003
C 3.132524 -2.683973 3.082189 -0.05 0.06 -0.02 -0.009
H 4.722469 2.631125 0.601170 -0.02 -0.01 -0.04 -0.001
H 6.964541 1.612511 0.983977 0.00 0.01 -0.03 0.000
H 7.204738 -0.839030 0.976800 -0.01 0.00 0.03 0.000
H 5.253247 -2.293034 0.759077 -0.04 -0.02 0.06 0.000
H 3.875854 -4.046370 0.738117 0.00 0.02 0.03 0.000
H 4.088042 -5.930275 -0.818419 -0.02 0.00 0.04 0.000
H 2.657035 -6.058191 -2.822821 0.02 0.00 -0.01 0.000
H 1.038394 -4.264150 -3.305144 0.00 0.04 0.00 0.001
H 0.914617 -2.277004 -1.808645 0.00 -0.05 -0.12 0.020
H -0.071246 -2.350243 2.029834 -0.02 -0.02 0.06 -0.009
H -0.480002 -3.441933 4.221582 -0.01 -0.02 -0.06 0.000
H 1.427594 -4.077415 5.651406 -0.03 0.01 0.00 0.000
H 3.735810 -3.577413 4.925677 -0.02 0.00 0.02 0.000
H 4.145614 -2.441479 2.795026 0.03 0.01 0.02 0.000


3.
73
Properties=species:S:1:pos:R:3:forces:R:3:mulliken_charge:R:1 method="wB97M-V/def2-TZVPD" charge=0 lumo_ev=-1.0 orbital_gap_ha=0.261 relative_energy_kj_mol=22.6
Pb 1.007158 -1.979036 -0.097341 0.95 -0.69 0.56 1.476
S 1.290553 -1.963042 2.493261 0.42 -0.51 -0.37 -0.306
C 2.717740 -3.042349 2.541404 -1.30 0.17 0.56 0.781
C 2.933851 -3.749379 3.728470 0.09 0.64 -0.60 -0.934
C 4.122949 -4.403501 3.931732 -0.07 -0.31 -0.28 0.331
C 4.451486 -4.868037 5.204287 0.49 -0.65 2.51 -0.218
N 4.784340 -5.149584 6.274349 -0.29 0.02 -0.68 -0.496
C 5.056053 -4.584302 2.923572 -0.60 0.83 -0.79 0.441
C 4.751969 -4.002761 1.692773 -0.13 -0.44 1.04 -0.995
C 3.610111 -3.214595 1.496238 1.02 -0.05 -0.50 0.542
S 3.509225 -2.436283 -0.064121 -0.30 -0.08 -0.31 -0.436
C 6.271336 -5.321269 3.097529 -0.62 0.41 -0.78 -0.139
N 7.242454 -5.900346 2.930738 0.78 -0.47 0.34 -0.481
H 2.218976 -3.723403 4.520540 -0.32 0.20 0.37 0.587
H 5.446220 -4.178134 0.919434 0.52 0.06 -1.01 0.580
C -5.167980 4.189886 -0.211940 -0.87 -0.65 -1.30 -0.889
O -4.499670 3.139423 -0.907940 1.75 0.82 -0.97 -0.358
C -3.367062 3.510478 -1.631768 -0.28 1.42 -0.13 0.012
C -2.853735 2.572909 -2.504962 1.11 -0.06 -0.42 -0.106
C -1.659389 2.845810 -3.198869 0.08 -1.10 -0.53 0.168
C -1.005107 4.084717 -3.117327 -0.02 -1.13 -0.34 0.080
C -1.600742 5.072943 -2.378872 -0.64 0.41 0.30 -0.454
C -2.736879 4.816041 -1.647469 -1.09 -1.99 0.92 -0.538
N 0.243809 4.504374 -3.686732 1.93 -1.54 0.40 -0.340
N 1.280753 3.771409 -3.633898 -1.56 1.32 -0.52 -0.554
C 1.231673 2.393723 -3.208541 -0.09 0.62 -0.72 0.461
C 1.161337 1.441548 -4.226735 0.56 0.67 1.77 -0.877
C 1.115413 0.105842 -3.880493 0.50 -1.34 0.85 -0.305
C 1.228430 -0.345765 -2.540806 -0.99 -0.38 -0.55 0.849
O 1.042944 -1.665727 -2.261605 0.65 2.05 0.40 -0.858
C 1.414221 0.673224 -1.514697 0.18 -0.22 -0.47 0.165
N 1.545172 0.284930 -0.208451 -0.50 0.80 -0.45 0.062
C 1.739390 1.172637 0.752479 1.03 -2.01 1.02 -0.122
C 1.890474 2.534144 0.505491 -1.56 0.13 -0.38 -1.054
C 1.573947 2.964192 -0.760175 0.71 -0.68 0.45 -0.665
C 1.432504 2.063253 -1.851228 -0.51 -0.77 -0.12 0.205
H -6.102610 3.687599 0.045718 0.00 0.52 0.36 0.287
H -5.383575 5.036445 -0.901226 0.20 -0.39 0.57 0.373
H -4.612058 4.476304 0.653578 0.30 0.41 0.64 0.295
H -3.312085 1.595426 -2.624956 -0.05 0.19 0.08 0.477
H -1.260108 2.017088 -3.832637 -0.36 1.01 0.61 0.357
H -1.185831 6.069415 -2.371830 0.19 0.03 0.06 0.436
H -3.072743 5.560616 -0.968097 -0.47 0.60 0.28 0.488
H 1.236667 1.727013 -5.257243 -0.33 0.29 -0.29 0.469
H 1.069890 -0.634866 -4.681809 -0.11 0.04 0.42 0.448
H 1.885411 0.708019 1.766031 -0.38 0.67 -0.98 0.326
H 1.894011 3.249012 1.325150 0.40 -0.25 -0.13 0.409
H 1.481701 4.009707 -0.810647 -0.11 1.24 -0.95 0.478
C -1.778163 -0.003550 -0.197009 0.07 -0.75 -1.26 -0.007
N -1.173246 -1.351513 -0.271032 -1.46 0.08 0.13 0.273
C -1.996571 -2.372525 -0.389649 0.79 2.21 -0.94 0.133
C -1.461651 -3.656368 -0.549170 -0.38 -0.29 0.61 -0.004
C -2.074463 -4.845242 -0.857982 -1.86 -0.78 -1.13 -0.673
C -1.061072 -5.834605 -0.991055 -0.39 0.87 0.66 -0.841
C 0.111249 -5.170609 -0.656450 -1.58 1.92 0.09 -0.617
N -0.134639 -3.859304 -0.389545 0.62 -0.41 -0.19 -0.030
C -1.693074 0.583839 1.153236 -0.23 2.79 0.20 0.404
C -1.388222 -0.053666 2.338695 -0.03 1.62 0.46 -0.819
C -1.187284 0.709245 3.539905 -0.45 0.99 -1.38 -1.005
C -1.428299 2.093816 3.514357 0.04 -0.82 -1.17 -0.654
C -1.765455 2.718041 2.290225 0.53 1.27 0.94 -0.759
C -1.816581 2.028402 1.128385 0.26 -1.56 0.03 0.106
H -2.796019 -0.037387 -0.649523 0.20 -0.22 0.78 0.420
H -1.326477 0.741648 -0.885616 0.45 -0.80 0.19 -1.031
H -3.043937 -2.078176 -0.558593 0.20 -0.78 0.30 0.429
H -3.180265 -4.830701 -1.088812 1.47 -0.65 0.36 0.350
H -1.120905 -6.886347 -1.188082 -0.27 -0.12 -0.17 0.441
H 1.102148 -5.416390 -0.578059 2.12 -1.34 -0.02 0.635
H -1.220287 -1.098245 2.289059 0.08 -0.89 0.37 1.218
H -0.761701 0.260118 4.414426 -0.12 -0.35 0.33 0.419
H -1.252871 2.783729 4.314755 0.07 -0.28 0.75 0.400
H -1.806469 3.833285 2.228265 -0.08 -1.02 0.29 0.359
H -1.808356 2.626793 0.218917 -0.36 -0.57 -0.16 0.393


Computed molecular weight (g/mol) in order:
758.942, 922.777, 858.977